No. 1
Formula: H26O13
Source: OMol25
Level of theory: the ωB97M-V functional and the def2-TZVPD basis

E_tot ... -27039.2253 eV
HOMO level ... -10.4 eV

Element x y z (Å)
1 O 2.4907 0.9753 -0.1418
2 H 3.0358 0.2988 -0.5073
3 H 2.8462 1.3282 0.6528
4 O 0.7725 -1.3752 -2.7657
5 H 0.3355 -0.9525 -2.0664
6 H 0.6808 -2.2738 -2.6654
7 O -1.5041 2.0384 1.3822
8 H -1.0375 1.3962 0.9010
9 H -2.3228 1.5668 1.4771
10 O 1.9984 3.6161 -0.6465
11 H 2.2707 2.7083 -0.7031
12 H 1.5919 3.6758 0.2067
13 O -2.1106 -3.1832 1.4084
14 H -1.1520 -2.9452 1.2810
15 H -2.0911 -3.5802 2.2367
16 O -0.2660 2.5744 -2.3493
17 H -0.3558 1.9489 -1.6550
18 H -0.1707 3.3339 -1.8210
19 O 0.0878 -2.1173 0.5175
20 H 0.0147 -2.6672 -0.2047
21 H 0.8979 -2.4853 0.8637
22 O -2.0664 -1.5092 -1.7359
23 H -2.6062 -0.7982 -2.0867
24 H -2.3206 -2.2412 -2.3268
25 O -0.1415 0.4266 -0.3015
26 H 0.8166 0.5996 -0.1160
27 H -0.3020 -0.4425 0.0818
28 O 0.7462 0.5913 2.5477
29 H 1.0964 0.9901 3.2876
30 H 0.4487 1.2731 1.9711
31 O -2.6727 -0.3524 0.8300
32 H -2.6865 -1.2612 1.1164
33 H -2.4364 -0.4455 -0.0921
34 O -0.2643 -1.9130 3.4996
35 H -1.1908 -1.8168 3.4941
36 H 0.1166 -1.1986 2.9502
37 O 2.3937 1.4678 -3.1945
38 H 1.7773 1.2530 -2.5054
39 H 3.2799 1.4962 -2.8203

Computed Mulliken charges, given in elementary charges: atom 1 (O): -0.64, atom 2 (H): 0.24, atom 3 (H): 0.27, atom 4 (O): -0.61, atom 5 (H): 0.29, atom 6 (H): 0.29, atom 7 (O): -0.70, atom 8 (H): 0.41, atom 9 (H): 0.32, atom 10 (O): -0.65, atom 11 (H): 0.37, atom 12 (H): 0.31, atom 13 (O): -0.66, atom 14 (H): 0.49, atom 15 (H): 0.32, atom 16 (O): -0.62, atom 17 (H): 0.25, atom 18 (H): 0.34, atom 19 (O): -0.67, atom 20 (H): 0.20, atom 21 (H): 0.25, atom 22 (O): -0.58, atom 23 (H): 0.28, atom 24 (H): 0.25, atom 25 (O): -0.01, atom 26 (H): 0.36, atom 27 (H): 0.10, atom 28 (O): -0.55, atom 29 (H): 0.23, atom 30 (H): 0.22, atom 31 (O): -0.67, atom 32 (H): 0.34, atom 33 (H): 0.25, atom 34 (O): -0.65, atom 35 (H): 0.31, atom 36 (H): 0.33, atom 37 (O): -0.59, atom 38 (H): 0.32, atom 39 (H): 0.28

No. 2
Formula: C49H110F6N3O3P3
Source: OMol25
Level of theory: the ωB97M-V functional and the def2-TZVPD basis

E_tot ... -107367.3035 eV
HOMO level ... -13.3 eV
Charge ... +2

Element x y z (Å)
1 N 12.4445 5.0399 6.0918
2 O 13.5813 5.0163 6.4803
3 O 11.8840 4.0005 5.7749
4 O 11.8095 6.1074 5.9001
5 C 13.3780 -1.5826 5.7254
6 C 13.9088 -0.2020 5.3824
7 C 14.5697 0.5270 6.5974
8 C 15.0491 1.8616 6.0238
9 P 16.3468 2.9488 6.9137
10 C 17.8532 1.8935 6.8567
11 C 17.9912 0.6996 7.8535
12 C 19.3636 0.4873 8.4514
13 C 19.9874 1.5476 9.3076
14 C 15.9141 3.4866 8.5601
15 C 14.7635 2.7706 9.4086
16 C 14.7742 3.3732 10.8814
17 C 16.0093 3.1259 11.7794
18 C 16.6029 4.3073 5.6789
19 C 17.7639 4.3361 4.7151
20 C 18.0737 5.7518 4.0357
21 C 16.8664 6.3835 3.4548
22 H 12.7395 -1.8631 4.8877
23 H 12.7449 -1.6076 6.6123
24 H 14.1023 -2.3936 5.8015
25 H 13.0512 0.3364 4.9789
26 H 14.5853 -0.2724 4.5307
27 H 15.3608 -0.1235 6.9702
28 H 13.7646 0.7061 7.3100
29 H 14.2625 2.6131 5.9563
30 H 15.4478 1.7919 5.0117
31 H 18.6783 2.6047 6.8960
32 H 18.0008 1.4813 5.8585
33 H 17.7768 -0.2088 7.2906
34 H 17.2497 0.8911 8.6291
35 H 19.9825 0.1245 7.6307
36 H 19.2897 -0.4019 9.0775
37 H 19.4037 1.4876 10.2262
38 H 19.7916 2.5768 9.0068
39 H 21.0209 1.4196 9.6293
40 H 15.5089 4.4547 8.2657
41 H 16.9487 3.6473 8.8634
42 H 14.7605 1.6820 9.3534
43 H 13.8077 3.0125 8.9438
44 H 13.8851 3.0808 11.4399
45 H 14.4635 4.4165 10.9368
46 H 16.4581 2.2235 11.3641
47 H 15.7007 2.9389 12.8079
48 H 16.7370 3.9365 11.7430
49 H 16.6265 5.2303 6.2581
50 H 15.6237 4.3592 5.2030
51 H 17.5411 3.5346 4.0108
52 H 18.6856 4.0090 5.1964
53 H 18.7865 5.5166 3.2453
54 H 18.5390 6.5298 4.6410
55 H 17.0698 7.1756 2.7341
56 H 16.0444 6.7096 4.0921
57 H 16.3960 5.5713 2.9006
58 C 6.6073 2.7279 11.9338
59 C 6.9201 4.2152 12.1123
60 C 8.0263 4.7160 11.1998
61 C 7.6513 4.8728 9.6023
62 P 9.0241 5.1753 8.4963
63 C 10.3038 3.9804 8.9162
64 C 9.8423 2.6146 8.3868
65 C 10.8634 1.4470 8.6691
66 C 10.3639 0.1315 8.0531
67 C 8.3540 4.9353 6.7061
68 C 7.7095 6.2734 6.1450
69 C 7.6469 6.1325 4.6020
70 C 6.2951 5.6439 4.1546
71 C 9.7713 6.8711 8.8349
72 C 10.6826 7.1525 10.0604
73 C 12.0852 6.7938 9.8085
74 C 12.8876 7.8304 9.0786
75 H 6.7729 2.2238 12.8859
76 H 7.1653 2.1713 11.1809
77 H 5.5750 2.4616 11.7066
78 H 7.2365 4.4764 13.1221
79 H 5.9773 4.7597 12.0588
80 H 8.8861 4.0660 11.3625
81 H 8.5282 5.6082 11.5742
82 H 7.0023 5.7289 9.4182
83 H 7.0040 4.0450 9.3125
84 H 10.5191 3.9770 9.9848
85 H 11.2192 4.2384 8.3837
86 H 9.7703 2.4894 7.3064
87 H 8.8592 2.2934 8.7308
88 H 10.9780 1.3768 9.7508
89 H 11.8155 1.7791 8.2552
90 H 10.8951 -0.7578 8.3921
91 H 10.4429 0.1691 6.9666
92 H 9.3200 -0.0453 8.3123
93 H 7.7326 4.0458 6.6021
94 H 9.2602 4.7285 6.1369
95 H 8.4367 7.0414 6.4085
96 H 6.6987 6.4340 6.5200
97 H 8.3369 5.3769 4.2263
98 H 7.8698 7.1226 4.2044
99 H 5.4834 6.2183 4.6011
100 H 6.1830 4.5877 4.3995
101 H 6.2166 5.6883 3.0684
102 H 8.9898 7.6274 8.9077
103 H 10.3041 7.2288 7.9538
104 H 10.2306 6.6934 10.9396
105 H 10.7000 8.1866 10.4046
106 H 12.2551 5.7522 9.5359
107 H 12.5370 6.6552 10.7907
108 H 13.9305 7.5134 9.0802
109 H 12.9755 8.6379 9.8055
110 H 12.7296 8.0022 8.0139
111 C 4.7735 13.2372 4.9594
112 C 5.3462 11.8557 4.5925
113 C 6.4686 11.3039 5.5243
114 C 7.8248 11.6802 4.9707
115 N 9.0478 11.2931 5.8910
116 C 10.3463 11.6755 5.1388
117 C 11.4310 10.8662 5.7362
118 C 10.7762 9.5492 6.2532
119 C 9.2279 9.7464 6.1332
120 C 8.9888 12.1676 7.1972
121 H 5.6496 13.8596 5.1414
122 H 4.2386 13.2294 5.9091
123 H 4.1592 13.7078 4.1918
124 H 5.6950 12.0093 3.5713
125 H 4.5003 11.1728 4.5140
126 H 6.3006 10.2295 5.5993
127 H 6.3463 11.8388 6.4661
128 H 7.9346 12.7318 4.7059
129 H 7.9773 11.0604 4.0872
130 H 10.4765 12.7570 5.1769
131 H 10.2167 11.3982 4.0926
132 H 11.8771 11.3232 6.6195
133 H 12.2432 10.6450 5.0438
134 H 10.9521 9.4407 7.3234
135 H 11.1592 8.6104 5.8532
136 H 8.8071 9.2870 7.0276
137 H 8.9724 9.2238 5.2114
138 H 9.8238 11.8361 7.8144
139 H 8.1259 11.7408 7.7083
140 H 9.0418 13.2513 7.0923
141 C 12.2385 9.3160 1.8055
142 C 12.1122 7.8331 2.3456
143 C 12.2604 6.7074 1.3288
144 N 12.1596 5.2808 1.9398
145 C 13.3171 5.0352 2.8921
146 C 12.1384 4.3498 0.6968
147 C 11.7239 2.9942 1.1808
148 C 10.7126 3.3629 2.2707
149 C 10.7704 4.8548 2.5524
150 H 13.2953 9.5754 1.7424
151 H 11.9622 10.1149 2.4936
152 H 11.7119 9.3973 0.8546
153 H 11.1904 7.7160 2.9154
154 H 12.8276 7.6318 3.1430
155 H 13.2307 6.7966 0.8402
156 H 11.5051 6.8377 0.5537
157 H 13.3198 3.9488 2.9809
158 H 13.0652 5.5456 3.8216
159 H 14.2184 5.3430 2.3620
160 H 13.1064 4.1772 0.2263
161 H 11.4238 4.6420 -0.0726
162 H 12.5666 2.3857 1.5089
163 H 11.1210 2.4638 0.4437
164 H 11.1008 2.8336 3.1409
165 H 9.6773 3.0812 2.0790
166 H 10.7627 5.0941 3.6158
167 H 9.9249 5.3991 2.1318
168 P 19.3256 6.1756 8.8688
169 F 20.9545 5.9256 8.9611
170 F 19.4806 7.4914 9.7548
171 F 19.4718 6.9689 7.4688
172 F 17.7209 6.2121 8.7334
173 F 19.1957 4.7992 8.1133
174 F 19.1720 5.3518 10.3141

Mulliken atomic charge list, values in e, 99 entries: atom 1 (N): -0.07, atom 2 (O): -0.58, atom 3 (O): -0.49, atom 4 (O): -0.21, atom 5 (C): -1.44, atom 6 (C): -0.29, atom 7 (C): 0.28, atom 8 (C): -0.87, atom 9 (P): 0.47, atom 10 (C): -1.02, atom 11 (C): -0.27, atom 12 (C): -1.06, atom 13 (C): -0.89, atom 14 (C): -0.96, atom 15 (C): 0.61, atom 16 (C): -0.66, atom 17 (C): -1.21, atom 18 (C): -0.38, atom 19 (C): -0.69, atom 20 (C): -0.74, atom 21 (C): -0.94, atom 22 (H): 0.43, atom 23 (H): 0.22, atom 24 (H): 0.38, atom 25 (H): -0.02, atom 26 (H): 0.49, atom 27 (H): 0.30, atom 28 (H): -0.10, atom 29 (H): -0.30, atom 30 (H): 0.80, atom 31 (H): 0.82, atom 32 (H): 0.64, atom 33 (H): 0.22, atom 34 (H): 0.21, atom 35 (H): 0.41, atom 36 (H): 0.47, atom 37 (H): 0.28, atom 38 (H): 0.08, atom 39 (H): 0.37, atom 40 (H): 0.76, atom 41 (H): 0.65, atom 42 (H): 0.50, atom 43 (H): -0.80, atom 44 (H): 0.64, atom 45 (H): 0.19, atom 46 (H): 0.22, atom 47 (H): 0.37, atom 48 (H): 0.32, atom 49 (H): 0.74, atom 50 (H): -0.22, atom 51 (H): 0.43, atom 52 (H): 0.33, atom 53 (H): 0.45, atom 54 (H): 0.23, atom 55 (H): 0.42, atom 56 (H): 0.31, atom 57 (H): 0.11, atom 58 (C): -1.17, atom 59 (C): -0.87, atom 60 (C): -0.39, atom 61 (C): -1.22, atom 62 (P): 0.32, atom 63 (C): 0.75, atom 64 (C): -1.67, atom 65 (C): 0.41, atom 66 (C): -1.50, atom 67 (C): -0.84, atom 68 (C): 0.67, atom 69 (C): 0.15, atom 70 (C): -1.61, atom 71 (C): 0.01, atom 72 (C): -1.06, atom 73 (C): 0.51, atom 74 (C): -1.57, atom 75 (H): 0.34, atom 76 (H): 0.27, atom 77 (H): 0.33, atom 78 (H): 0.43, atom 79 (H): 0.41, atom 80 (H): 0.37, atom 81 (H): 0.12, atom 82 (H): 0.72, atom 83 (H): 0.64, atom 84 (H): 1.20, atom 85 (H): -0.96, atom 86 (H): 0.20, atom 87 (H): 0.66, atom 88 (H): 0.45, atom 89 (H): -0.43, atom 90 (H): 0.38, atom 91 (H): 0.34, atom 92 (H): 0.43, atom 93 (H): 0.85, atom 94 (H): -0.03, atom 95 (H): -0.78, atom 96 (H): 0.50, atom 97 (H): -0.35, atom 98 (H): 0.51, atom 99 (H): 0.38

No. 3
Formula: C42H65CrF2N4P2Si
Source: OMol25
Level of theory: the ωB97M-V functional and the def2-TZVPD basis

E_tot ... -110882.8658 eV
HOMO level (alpha / beta) ... -3.2 / -3.6 eV
Multiplicity ... 5
Charge ... -1

Element x y z (Å)
1 Cr 11.9780 12.1909 11.3779
2 C 12.1377 11.6300 15.0376
3 Si 11.9762 10.5780 13.4111
4 C 10.2739 9.6194 13.4540
5 C 9.7687 9.1376 14.6378
6 C 8.5962 8.4857 14.7738
7 C 7.8709 8.1671 13.6585
8 C 8.3076 8.6640 12.4259
9 C 9.4630 9.4295 12.3049
10 P 9.9680 10.2948 10.7673
11 C 11.1731 9.2519 9.6534
12 C 12.1327 8.5308 10.6117
13 C 12.8780 7.3567 9.8835
14 C 13.0129 7.6214 8.4186
15 C 11.6036 7.7040 7.7427
16 C 10.5455 8.2849 8.6338
17 C 8.4566 10.7420 9.8068
18 C 7.4649 9.7077 9.2457
19 C 6.8750 10.0807 7.8716
20 C 6.6430 11.6173 7.7356
21 C 7.9327 12.4043 7.8804
22 C 9.0109 11.5661 8.6371
23 C 13.1273 9.1100 13.6670
24 C 12.6555 7.8540 14.0405
25 C 13.4241 6.6965 14.1194
26 C 14.7225 6.7903 13.7531
27 C 15.3197 8.0469 13.3807
28 C 14.5289 9.2052 13.3074
29 P 15.2186 10.9271 13.0652
30 C 15.9530 11.3311 14.7374
31 C 16.8499 12.5598 14.7579
32 C 18.3400 12.1976 14.4489
33 C 18.9155 11.1161 15.3290
34 C 18.0390 9.8598 15.2844
35 C 16.6105 10.2763 15.6707
36 C 16.5840 10.7833 11.8199
37 C 16.1594 10.0510 10.5808
38 C 17.2517 10.1405 9.5179
39 C 17.6248 11.5915 9.1912
40 C 18.0414 12.2898 10.4679
41 C 16.9076 12.2391 11.4260
42 H 12.4492 11.0367 15.9405
43 H 11.2439 12.1511 15.3500
44 H 12.9981 12.3096 14.8351
45 H 10.2704 9.2920 15.6049
46 H 8.2740 8.1213 15.7589
47 H 6.8655 7.7372 13.7514
48 H 7.7282 8.6229 11.5560
49 H 11.7041 10.0552 9.0728
50 H 11.5371 8.1440 11.4431
51 H 12.8872 9.2664 10.9658
52 H 12.3198 6.4577 9.9790
53 H 13.8521 7.2222 10.3515
54 H 13.5901 6.8642 7.9422
55 H 13.5946 8.5563 8.2359
56 H 11.3447 6.6341 7.5340
57 H 11.6848 8.2707 6.7513
58 H 10.0021 7.4954 9.1895
59 H 9.8111 8.7855 8.0335
60 H 7.9446 11.4001 10.5064
61 H 6.6540 9.6451 10.0314
62 H 7.8758 8.6816 9.2601
63 H 5.9007 9.6065 7.6895
64 H 7.5121 9.7104 7.0325
65 H 5.8524 11.8433 8.5599
66 H 6.1038 11.8244 6.8222
67 H 7.7473 13.3724 8.3252
68 H 8.3073 12.6066 6.8588
69 H 9.8341 12.1276 8.9998
70 H 9.3812 10.8035 7.9067
71 H 11.6094 7.7456 14.2323
72 H 12.9944 5.7284 14.4625
73 H 15.3792 5.9310 13.9137
74 H 16.3992 8.0899 13.1975
75 H 15.0201 11.6085 15.2622
76 H 16.7736 13.0489 15.7177
77 H 16.4944 13.2734 14.0484
78 H 18.9872 13.1246 14.6341
79 H 18.4182 11.9342 13.3841
80 H 18.9626 11.4965 16.3732
81 H 19.9344 10.9070 14.9678
82 H 18.3808 9.0561 15.9509
83 H 18.0541 9.4382 14.3047
84 H 16.6884 10.6129 16.7109
85 H 15.9442 9.3815 15.7079
86 H 17.5023 10.3270 12.2297
87 H 15.1836 10.5535 10.2272
88 H 15.8309 9.0541 10.7926
89 H 17.0082 9.6091 8.5964
90 H 18.1300 9.6270 9.9743
91 H 16.7426 12.0987 8.7676
92 H 18.4559 11.4526 8.3981
93 H 18.3826 13.3284 10.3386
94 H 18.8736 11.7750 11.0195
95 H 15.9085 12.6625 11.1066
96 H 17.2225 12.8194 12.3018
97 F 13.3074 11.4471 10.2122
98 F 11.1818 13.4051 10.0958
99 C 7.1422 11.6221 14.3834
100 C 7.1011 13.1043 14.8251
101 C 8.1482 13.3057 15.9205
102 C 7.3763 14.1006 13.6640
103 N 8.7914 14.1939 13.2545
104 C 9.4501 13.3109 12.5358
105 N 10.6772 13.5560 12.6136
106 N 10.8005 14.7235 13.3237
107 N 9.6417 15.1029 13.7492
108 H 7.4663 11.0214 15.2698
109 H 7.8540 11.5202 13.5830
110 H 6.1532 11.3501 14.0220
111 H 6.1281 13.3640 15.2473
112 H 9.1430 12.8554 15.7006
113 H 7.8471 12.7695 16.8196
114 H 8.2585 14.3322 16.1408
115 H 7.1641 15.1468 14.0263
116 H 6.8201 13.9487 12.7113
117 H 9.0386 12.4143 12.0875

Mulliken atomic charge list, values in e, 99 entries: atom 1 (Cr): 0.00, atom 2 (C): -0.88, atom 3 (Si): 1.80, atom 4 (C): 1.15, atom 5 (C): 0.28, atom 6 (C): -0.88, atom 7 (C): -1.00, atom 8 (C): -0.88, atom 9 (C): -0.16, atom 10 (P): 0.06, atom 11 (C): 0.93, atom 12 (C): 1.58, atom 13 (C): -1.16, atom 14 (C): -0.83, atom 15 (C): -0.77, atom 16 (C): -0.45, atom 17 (C): 1.48, atom 18 (C): -1.05, atom 19 (C): -0.93, atom 20 (C): -0.58, atom 21 (C): -0.96, atom 22 (C): -1.55, atom 23 (C): -0.39, atom 24 (C): 0.16, atom 25 (C): -0.98, atom 26 (C): -0.90, atom 27 (C): 0.47, atom 28 (C): -0.32, atom 29 (P): -0.47, atom 30 (C): 0.99, atom 31 (C): -1.90, atom 32 (C): 0.50, atom 33 (C): -1.10, atom 34 (C): -0.45, atom 35 (C): -1.14, atom 36 (C): 0.65, atom 37 (C): 0.34, atom 38 (C): -1.01, atom 39 (C): -0.56, atom 40 (C): -0.98, atom 41 (C): -1.15, atom 42 (H): 0.43, atom 43 (H): -0.26, atom 44 (H): 0.20, atom 45 (H): 0.21, atom 46 (H): 0.32, atom 47 (H): 0.33, atom 48 (H): 0.46, atom 49 (H): 0.45, atom 50 (H): -0.10, atom 51 (H): -1.62, atom 52 (H): 0.46, atom 53 (H): 0.41, atom 54 (H): 0.62, atom 55 (H): 0.22, atom 56 (H): 0.34, atom 57 (H): 0.26, atom 58 (H): 0.24, atom 59 (H): -0.11, atom 60 (H): 0.44, atom 61 (H): 0.56, atom 62 (H): 0.22, atom 63 (H): 0.47, atom 64 (H): 0.28, atom 65 (H): 0.18, atom 66 (H): 0.47, atom 67 (H): 0.28, atom 68 (H): 0.40, atom 69 (H): 0.55, atom 70 (H): 0.11, atom 71 (H): 0.35, atom 72 (H): 0.32, atom 73 (H): 0.33, atom 74 (H): 0.23, atom 75 (H): -0.12, atom 76 (H): 0.59, atom 77 (H): 0.58, atom 78 (H): 0.29, atom 79 (H): -0.36, atom 80 (H): 0.33, atom 81 (H): 0.46, atom 82 (H): 0.37, atom 83 (H): 0.14, atom 84 (H): 0.68, atom 85 (H): 0.25, atom 86 (H): 0.48, atom 87 (H): -0.48, atom 88 (H): 0.21, atom 89 (H): 0.36, atom 90 (H): 0.34, atom 91 (H): 0.29, atom 92 (H): 0.39, atom 93 (H): 0.39, atom 94 (H): 0.26, atom 95 (H): 0.26, atom 96 (H): 0.40, atom 97 (F): -1.04, atom 98 (F): -0.72, atom 99 (C): -0.71